Arrangement w

C6H28O8 | ωB97M-V/def2-TZVPD

Each line ends with the natural charge from an NBO analysis.
Geometry (Å):
C 4.680 0.099 -1.190  -0.63
C 4.427 -1.383 -0.762  0.10
C 5.261 -1.718 0.452  -0.64
O 3.066 -1.469 -0.388  -0.74
H 4.210 0.306 -2.151  0.21
H 5.722 0.252 -1.469  0.21
H 4.307 0.807 -0.449  0.22
H 4.651 -2.063 -1.585  0.16
H 5.164 -2.707 0.899  0.21
H 4.944 -1.051 1.254  0.21
H 6.328 -1.495 0.411  0.21
H 2.590 -2.196 -0.797  0.48
C 0.435 -0.716 4.282  -0.65
C -0.229 0.533 3.738  0.10
C -0.579 1.481 4.905  -0.63
O 0.688 1.178 2.921  -0.72
H 1.335 -0.428 4.824  0.21
H 0.807 -1.459 3.577  0.21
H -0.240 -1.259 4.944  0.21
H -1.119 0.390 3.126  0.15
H -0.895 2.442 4.499  0.22
H 0.333 1.793 5.415  0.21
H -1.372 1.033 5.505  0.21
H 1.210 0.480 2.518  0.47
O -4.617 -1.753 -6.614  -0.93
H -4.248 -0.997 -6.157  0.47
H -5.378 -2.002 -6.089  0.46
O -1.489 4.708 -2.850  -0.94
H -0.708 5.261 -2.828  0.47
H -1.152 3.820 -2.963  0.48
O -4.880 4.378 0.289  -0.94
H -4.034 4.297 -0.151  0.47
H -5.492 4.614 -0.408  0.47
O -0.800 0.573 -2.788  -0.94
H -1.716 0.515 -2.516  0.47
H -0.311 0.166 -2.073  0.47
O -4.767 -1.177 -2.052  -0.94
H -4.916 -1.143 -1.107  0.47
H -5.563 -1.572 -2.407  0.47
O -1.628 -4.170 -1.551  -0.94
H -2.429 -3.655 -1.451  0.47
H -1.593 -4.714 -0.764  0.47

LUMO level ... -0.05 eV
HOMO-LUMO gap ... 10.08 eV
SMILES string ... CC(C)O.CC(C)O.O.O.O.O.O.O
Highest occupied orbital energy ... -10.135 eV

=====

Arrangement x

C6H28O8 | ωB97M-V/def2-TZVPD

Each line ends with the natural charge from an NBO analysis.
Geometry (Å):
O 2.491 -1.580 -1.657  -0.90
H 2.432 -2.417 -2.117  0.48
H 1.589 -1.380 -1.407  0.51
O 2.510 -0.421 -0.105  -1.02
H 2.670 -1.122 -0.737  0.44
H 3.373 -0.221 0.256  0.46
O -2.114 -2.989 -1.100  -0.94
H -1.731 -3.599 -1.730  0.46
H -1.500 -2.255 -1.073  0.44
O -2.963 -0.171 -2.168  -0.90
H -2.535 0.536 -2.652  0.46
H -3.239 0.234 -1.346  0.48
O -0.533 -0.839 -3.867  -0.87
H 0.056 -0.982 -4.608  0.50
H -0.343 0.054 -3.578  0.48
C 0.036 0.029 -0.232  -0.64
C -0.657 -1.130 -0.903  -0.22
O 0.159 -1.686 -1.856  -0.76
H -0.753 0.499 0.356  0.21
H 0.423 0.725 -0.976  0.19
H 0.862 -0.326 0.384  0.26
H -1.586 -0.801 -1.369  0.24
H -0.947 -1.834 -0.124  0.21
H 0.054 -1.261 -2.711  0.47
C 1.765 0.792 1.765  -0.62
C 1.978 2.291 1.892  -0.06
O 3.148 2.670 1.213  -0.73
H 1.364 0.494 0.796  0.23
H 1.089 0.497 2.567  0.18
H 2.709 0.317 2.029  0.20
H 1.989 2.692 2.905  0.17
H 1.195 2.855 1.385  0.14
H 2.930 2.814 0.289  0.46
C -1.874 1.718 1.869  -0.64
C -1.469 0.356 2.356  -0.08
O -2.551 -0.424 2.682  -0.71
H -2.712 2.106 2.448  0.22
H -2.117 1.573 0.816  0.18
H -1.028 2.405 1.895  0.22
H -0.767 0.438 3.187  0.15
H -0.893 -0.159 1.587  0.18
H -2.508 -0.494 3.638  0.47

LUMO level ... -0.24 eV
HOMO-LUMO gap ... 8.92 eV
Highest occupied orbital energy ... -9.160 eV

=====

Arrangement y

C6H28O8 | ωB97M-V/def2-TZVPD

Each line ends with the natural charge from an NBO analysis.
Geometry (Å):
C -1.921 -0.566 4.537  -0.63
C -1.487 -0.812 3.120  -0.06
O -2.290 0.010 2.260  -0.76
H -1.524 0.330 5.021  0.21
H -1.539 -1.379 5.176  0.20
H -3.002 -0.565 4.668  0.22
H -1.665 -1.859 2.860  0.16
H -0.445 -0.547 2.934  0.16
H -1.884 0.062 1.385  0.49
C 1.754 -1.938 0.503  -0.63
C 3.210 -2.323 0.327  -0.06
O 4.073 -1.214 0.300  -0.72
H 1.391 -1.410 -0.380  0.18
H 1.589 -1.349 1.405  0.22
H 1.134 -2.832 0.619  0.23
H 3.292 -2.868 -0.630  0.15
H 3.527 -3.079 1.047  0.17
H 4.278 -0.965 -0.603  0.47
C 2.264 2.429 -0.597  -0.63
C 2.081 1.553 -1.830  -0.06
O 0.695 1.370 -2.092  -0.77
H 1.562 2.197 0.196  0.22
H 2.237 3.486 -0.858  0.21
H 3.285 2.263 -0.231  0.21
H 2.536 0.578 -1.618  0.15
H 2.601 2.027 -2.667  0.16
H 0.530 0.537 -2.558  0.49
O -2.826 1.653 -2.171  -0.97
H -2.180 1.512 -2.873  0.49
H -3.571 2.090 -2.594  0.49
O -1.905 -2.743 0.192  -0.96
H -2.784 -2.694 0.580  0.47
H -1.872 -1.992 -0.420  0.49
O -0.327 -0.845 -3.240  -0.96
H -0.652 -1.719 -3.001  0.50
H 0.116 -0.965 -4.088  0.48
O -1.242 -0.104 -0.467  -0.98
H -1.536 0.724 -0.869  0.50
H -0.319 -0.173 -0.736  0.49
O -2.093 4.272 -0.965  -0.95
H -2.939 4.538 -0.594  0.46
H -2.152 3.310 -1.048  0.48

LUMO level ... -0.13 eV
HOMO-LUMO gap ... 9.32 eV
SMILES string ... CCO.CCO.CCO.O.O.O.O.O
Highest occupied orbital energy ... -9.452 eV

=====

If we sort the structures by their calculated energies, the order from most to least stable is arrangement y, arrangement w, arrangement x.

=====

Arrangement w

C5H9NS | ωB97M-V/def2-TZVPD

Each line ends with the natural charge from an NBO analysis.
Geometry (Å):
C 2.435 0.768 -1.908  -0.63
C 0.921 0.617 -2.245  -0.24
C 0.115 0.104 -1.293  -0.02
N 0.422 -0.140 -0.003  -0.57
C -0.431 -0.269 1.012  0.14
C 0.252 -0.177 2.385  -0.70
S -2.086 -0.480 0.844  -0.16
H 2.976 -0.280 -2.193  0.23
H 2.323 0.910 -0.689  0.17
H 2.980 1.619 -2.447  0.24
H 0.643 0.541 -3.307  0.22
H -0.916 -0.125 -1.365  0.23
H 1.323 0.189 0.280  0.39
H -0.074 0.723 3.002  0.26
H 0.008 -0.983 3.179  0.26
H 1.409 -0.182 2.357  0.21

LUMO level ... 0.24 eV
HOMO-LUMO gap ... 8.66 eV
SMILES string ... C/C=C\NC(C)=S
Highest occupied orbital energy ... -8.416 eV

=====

Arrangement x

C5H9NS | ωB97M-V/def2-TZVPD

Each line ends with the natural charge from an NBO analysis.
Geometry (Å):
C 2.131 -0.678 0.171  -0.61
C 0.721 -0.840 -0.405  -0.21
N 0.134 0.437 -0.649  -0.39
C -0.284 1.439 0.306  -0.23
C -1.265 0.745 -0.491  -0.16
C -2.234 -0.215 0.177  -0.24
S -3.869 -0.413 -0.067  0.05
H 2.558 -1.595 0.591  0.22
H 2.080 0.054 0.988  0.20
H 2.790 -0.343 -0.616  0.21
H 0.688 -1.424 -1.373  0.20
H 0.101 -1.434 0.295  0.16
H -0.004 2.418 -0.007  0.21
H -0.116 1.292 1.408  0.20
H -1.692 1.328 -1.336  0.21
H -1.739 -0.771 1.008  0.19

LUMO level ... -0.43 eV
HOMO-LUMO gap ... 8.30 eV
SMILES string ... CCN1C[C@@H]1C=S
Highest occupied orbital energy ... -8.732 eV

=====

If we sort the structures by their calculated energies, the order from most to least stable is arrangement w, arrangement x.

=====

Arrangement w

C6H9N3O2S | ωB97M-V/def2-TZVPD

Each line ends with the natural charge from an NBO analysis.
Geometry (Å):
C -2.256 -2.356 -1.105  -0.37
C -2.426 -0.987 -0.974  0.08
C -0.940 -2.915 -0.810  0.62
C -0.332 -0.660 -0.259  0.36
C 0.397 2.692 2.203  -0.43
C 2.058 1.189 -1.070  -0.84
N -1.407 -0.179 -0.677  -0.55
N 0.747 2.226 0.891  -0.87
N -0.031 -1.939 -0.216  -0.61
O -0.629 -4.094 -0.973  -0.58
O 2.066 0.048 1.398  -0.94
S 1.220 0.848 0.481  1.86
H -3.079 -2.974 -1.147  0.23
H -3.404 -0.479 -1.215  0.21
H 0.957 3.536 2.526  0.21
H 0.555 1.807 2.927  0.19
H -0.739 2.870 2.172  0.21
H 3.203 1.336 -0.951  0.28
H 1.801 0.355 -1.710  0.24
H 1.425 1.889 -1.634  0.27
H 0.813 -2.213 0.143  0.43

LUMO level ... 0.00 eV
HOMO-LUMO gap ... 9.09 eV
Highest occupied orbital energy ... -9.086 eV

=====

Arrangement x

C6H9N3O2S | ωB97M-V/def2-TZVPD

Each line ends with the natural charge from an NBO analysis.
Geometry (Å):
C -1.587 2.047 2.428  -0.22
C -0.598 1.488 1.988  -0.02
C -0.563 0.113 -1.665  0.18
C -0.276 -0.235 -0.225  0.14
C 0.725 -2.799 -0.094  -0.71
C 0.639 0.742 1.779  -0.31
N -1.383 0.549 -0.677  -0.59
N 0.769 0.519 0.372  -0.63
N 0.219 0.967 -2.472  0.46
O 0.837 0.550 -3.421  -0.35
O 0.176 2.148 -2.174  -0.37
S -0.839 -1.906 0.499  0.15
H -2.098 2.966 2.363  0.24
H -1.267 -1.098 -2.881  0.12
H 1.475 -1.997 0.104  0.21
H 0.380 -3.191 -1.052  0.25
H 0.906 -3.467 0.755  0.23
H 0.593 -0.194 2.351  0.22
H 1.614 1.222 2.051  0.23
H -1.386 1.435 -0.323  0.41
H 1.665 0.141 0.293  0.37

LUMO level ... -0.78 eV
HOMO-LUMO gap ... 8.49 eV
Highest occupied orbital energy ... -9.260 eV

=====

If we sort the structures by their calculated energies, the order from most to least stable is arrangement w, arrangement x.